An isolated molecule of C22H32N2O4S at a distorted geometry, computed with the ωB97M-V functional and the def2-TZVPD basis.

Results
HOMO (Ha): -0.315
HOMO-LUMO gap (eV): 9.1431
Net charge: 0
Lowest unoccupied orbital energy (Ha): 0.021
Relative energy (zero: lowest compared OMol25 entry of this formula, charge and spin) (kcal per mole): 32.45
Structure (SMILES): COc1ccc(S(=O)(=O)N2CCC(C(=O)NCCC3=CCCCC3)CC2)cc1C
Electronic energy (eV): -45339.1548
2S+1: 1
F_max (eV/Å): 1.056

Structure (XYZ):
```
61
Properties=species:S:1:pos:R:3:forces:R:3:nbo_charge:R:1
S 4.46549 1.79796 -2.29825 0.22 -0.06 0.17 2.34
O 5.09906 0.77976 -3.08562 -0.34 -0.16 0.04 -0.94
O 4.99163 3.13149 -2.32724 -0.35 0.10 0.15 -0.94
O -1.35384 1.62634 -3.19001 0.32 -0.24 -0.13 -0.51
O 0.08293 1.21765 0.64914 -0.24 0.20 -0.31 -0.65
N 0.49193 -0.30042 2.26462 -0.10 -0.30 0.34 -0.61
N 4.56207 1.28813 -0.71347 0.18 0.34 -0.98 -0.68
C -2.20035 2.61916 -2.65776 -0.19 0.20 0.11 -0.26
C 2.13061 0.71317 -3.24527 -0.15 0.01 -0.12 -0.19
C -3.71371 -1.65252 1.53840 -0.22 -0.17 -0.01 -0.44
C 4.22943 -0.08222 -0.42639 -0.28 -0.61 -0.14 -0.23
C -5.06037 -2.36830 1.59156 -0.02 0.27 0.14 -0.39
C 2.76205 2.11989 0.76862 0.13 -0.14 0.08 -0.41
C 0.76153 0.66073 -3.42477 -0.10 0.07 0.07 -0.07
C 4.22395 2.22091 0.33131 -0.26 0.54 0.28 -0.23
C 0.08126 -0.54900 -3.98241 -0.02 0.08 0.03 -0.63
C 2.75997 -0.26138 -0.03546 0.24 0.03 0.15 -0.41
C 1.97819 2.95587 -2.39827 0.04 0.04 -0.12 -0.18
C -5.38655 -2.73426 3.03446 -0.01 -0.24 -0.13 -0.39
C -2.65657 -2.41102 2.29257 0.28 0.07 -0.12 0.01
C 2.38515 0.67912 1.11988 -0.29 0.19 -0.36 -0.31
C -0.01469 1.77169 -3.04110 0.32 -0.06 0.01 0.41
C -2.96335 -3.33615 3.19168 -0.07 -0.18 0.09 -0.18
C 2.72760 1.84398 -2.71560 0.76 0.10 0.11 -0.37
C 0.87352 0.57804 1.31286 0.61 -0.06 0.31 0.70
C 0.60271 2.92141 -2.55792 -0.19 0.00 -0.01 -0.30
C -4.36035 -3.73772 3.55161 -0.15 0.14 0.04 -0.44
C -1.23069 -2.04412 1.98742 -0.10 0.15 0.25 -0.41
C -0.89148 -0.64014 2.50742 -0.12 -0.12 -0.15 -0.22
H 4.47108 -0.65672 -1.32094 0.03 -0.19 0.19 0.24
H -4.56073 -4.72674 3.12476 -0.04 -0.04 0.08 0.21
H -6.39057 -3.15637 3.10582 -0.02 0.05 0.05 0.21
H -4.44172 -3.83793 4.63719 -0.02 -0.07 -0.02 0.21
H 0.02176 3.78818 -2.28885 -0.08 0.07 0.02 0.22
H 2.47629 3.83940 -2.03141 -0.02 0.14 0.08 0.24
H 4.88092 2.01926 1.18677 0.03 0.04 -0.09 0.19
H 2.59811 2.76460 1.63421 -0.03 0.06 -0.02 0.21
H -2.17728 -3.87386 3.70639 0.22 -0.01 -0.02 0.19
H -2.09516 3.56848 -3.19239 0.01 -0.04 0.03 0.18
H 2.75843 -0.12322 -3.51203 -0.01 -0.18 -0.07 0.24
H 4.45141 3.21484 -0.05399 0.03 0.03 0.26 0.24
H 2.90851 0.36796 2.03055 -0.02 -0.03 0.02 0.20
H -1.09532 -0.58454 3.58132 -0.06 0.02 -0.09 0.19
H 1.18963 -0.85175 2.73862 0.06 0.15 -0.10 0.39
H 2.12035 -0.03209 -0.88899 -0.03 -0.06 0.07 0.23
H -2.00509 2.77103 -1.59236 0.00 0.00 -0.04 0.19
H -5.01409 -3.27915 0.99115 -0.03 -0.03 -0.07 0.20
H -5.35569 -1.83160 3.64827 -0.05 0.05 0.05 0.20
H -0.45542 -0.28850 -4.89306 -0.07 -0.08 -0.08 0.23
H 0.80262 -1.33033 -4.20352 0.03 -0.07 -0.02 0.21
H -0.55632 -2.76791 2.45204 0.02 -0.03 -0.03 0.20
H -3.81705 -0.65433 1.97555 0.01 0.09 -0.09 0.21
H -1.06247 -2.06259 0.90764 0.06 -0.01 -0.04 0.21
H -0.65295 -0.92322 -3.27067 -0.07 -0.10 -0.01 0.23
H -3.39731 -1.51881 0.50126 0.05 0.08 -0.02 0.21
H 4.87372 -0.42294 0.39375 0.02 0.01 -0.09 0.19
H 2.58620 -1.30052 0.25352 -0.03 -0.04 -0.04 0.21
H -3.21360 2.24359 -2.79299 0.06 0.07 0.03 0.20
H -1.48724 0.11142 1.98724 0.01 -0.04 0.15 0.23
H -5.83918 -1.72715 1.17462 -0.01 -0.05 -0.06 0.21
H 2.10107 2.45348 -0.03148 0.02 0.00 0.16 0.23
```
Forces are in eV/Å.

=====

An isolated molecule of C22H32N4O5S at a distorted geometry, computed with the ωB97M-V functional and the def2-TZVPD basis.

Results
HOMO (Ha): -0.294
HOMO-LUMO gap (eV): 8.6776
Net charge: 0
Lowest unoccupied orbital energy (Ha): 0.025
Relative energy (zero: lowest compared OMol25 entry of this formula, charge and spin) (kcal per mole): 10.88
Structure (SMILES): COc1ccc(-c2nc(CS(=O)(=O)CC(=O)NCCCN3CCN(C)CC3)c(C)o2)cc1
Electronic energy (eV): -50366.3751
2S+1: 1
F_max (eV/Å): 1.355

Structure (XYZ):
```
64
Properties=species:S:1:pos:R:3:forces:R:3:nbo_charge:R:1
S -0.68073 -1.23318 -3.65036 -0.03 0.12 -0.62 2.16
O -0.93088 2.43117 -3.84200 0.19 0.17 -0.19 -0.61
O 0.07025 -3.33977 5.71020 -0.06 0.28 -0.21 -0.49
O -0.25267 -2.27967 -4.54128 0.22 0.13 -0.22 -0.95
O -1.73832 -1.56509 -2.73041 -0.07 0.11 0.34 -0.96
O 1.53286 -3.43716 -0.53813 0.03 -0.21 0.29 -0.40
N 0.66004 -1.41412 -0.38390 -0.11 -0.40 0.83 -0.47
N -2.48096 1.12453 -2.82804 -0.23 -0.05 0.39 -0.62
N -0.74209 2.21352 0.06382 0.00 -0.08 0.13 -0.45
N 1.27098 4.10562 0.76216 -0.02 -0.01 -0.07 -0.44
C -2.90615 2.10480 -1.85265 -0.24 0.31 0.12 -0.23
C -1.51985 1.37527 -3.72764 -0.14 -0.02 -0.13 0.65
C 0.90106 -4.20507 3.58634 -0.06 -0.09 0.43 -0.31
C 0.58547 1.79436 0.47098 0.32 0.08 -0.30 -0.25
C -3.06037 1.50441 -0.45880 0.30 0.08 -0.09 -0.41
C 2.15424 -3.64873 -2.90701 -0.01 -0.04 0.15 -0.68
C 1.58888 2.86908 0.07143 -0.03 -0.23 0.26 -0.22
C 1.11094 -3.97207 2.24062 -0.08 0.34 -0.24 -0.16
C 0.16734 -1.77018 2.46367 0.11 -0.22 -0.11 -0.18
C -0.07501 4.51787 0.41149 -0.19 -0.03 0.21 -0.23
C 1.04967 -1.62490 -1.67614 0.52 -1.25 0.00 0.02
C 2.23818 5.14287 0.48379 -0.04 -0.03 0.03 -0.40
C -1.72051 1.15097 0.19518 -0.15 0.00 -0.09 -0.22
C -0.04185 -1.99910 3.80173 0.01 -0.13 0.19 -0.24
C 0.74905 -2.75809 1.66353 0.09 -0.50 0.48 -0.09
C 0.40844 -4.54223 6.35930 0.06 -0.21 0.11 -0.25
C -1.23295 0.19364 -4.64369 0.60 -0.47 0.59 -0.74
C 1.58307 -2.88392 -1.77293 -0.22 1.02 -0.59 0.30
C 0.96328 -2.50659 0.25934 -0.21 1.01 -0.75 0.48
C 0.78661 -0.63415 -2.73572 -0.68 -0.26 -0.43 -0.66
C -1.07359 3.42675 0.78636 0.04 0.24 -0.21 -0.23
C 0.32181 -3.21976 4.38182 0.01 0.07 -0.19 0.32
H 1.58620 -0.56973 -3.46704 0.03 0.13 -0.12 0.26
H -3.86585 2.52830 -2.17471 0.12 0.04 0.06 0.19
H -0.31115 5.43461 0.95820 -0.01 0.00 -0.05 0.20
H -1.30417 0.26586 -0.29317 -0.01 0.00 0.11 0.22
H 2.25903 -4.69220 -2.62343 0.03 -0.09 -0.06 0.24
H -2.07582 3.75954 0.51419 -0.03 0.01 0.02 0.20
H 1.49475 -3.56671 -3.76905 0.06 -0.09 0.00 0.27
H -0.13777 -5.39286 5.93956 0.03 0.03 0.00 0.18
H 1.19159 -5.15612 4.00394 0.01 -0.06 0.07 0.22
H -2.12411 -0.13246 -5.17432 -0.04 -0.18 0.02 0.27
H 2.28126 5.41088 -0.58417 0.01 0.01 -0.02 0.16
H -2.77550 0.16519 -2.69241 0.04 0.11 -0.12 0.43
H 0.83081 0.84600 -0.00878 -0.04 0.10 0.10 0.23
H -0.16265 4.72059 -0.67114 -0.02 0.03 0.03 0.17
H -0.44021 0.43142 -5.34677 0.03 0.06 0.01 0.26
H 2.59638 2.55828 0.35892 0.00 0.00 -0.03 0.20
H 1.55744 3.00153 -1.02504 0.03 -0.02 0.02 0.17
H -0.10948 -0.83440 2.00696 -0.06 0.16 -0.01 0.24
H -3.66352 0.59593 -0.51690 -0.11 -0.01 0.10 0.21
H 1.48414 -4.73811 6.30760 -0.04 0.00 -0.01 0.18
H 1.97983 6.03379 1.05506 0.05 0.08 -0.01 0.20
H 1.55954 -4.73902 1.62778 0.04 -0.08 -0.03 0.22
H 0.53709 0.33610 -2.31683 0.05 0.18 0.03 0.27
H -2.15393 2.89631 -1.84376 -0.15 -0.04 -0.02 0.24
H 3.22446 4.80227 0.79669 0.07 0.05 -0.01 0.20
H 0.11763 -4.40659 7.39974 0.04 -0.06 -0.07 0.20
H -1.90692 0.89189 1.25436 0.05 -0.05 -0.04 0.16
H -3.60325 2.21945 0.16137 -0.09 -0.04 -0.02 0.21
H 0.64158 1.65132 1.56555 0.02 -0.05 -0.02 0.16
H -1.03991 3.26528 1.87934 -0.06 0.00 -0.05 0.17
H -0.48872 -1.24928 4.43501 -0.06 0.11 0.06 0.23
H 3.13498 -3.25815 -3.17981 0.08 -0.05 -0.02 0.23
```
Forces are in eV/Å.

=====

An isolated molecule of C22H32N6O3 at a distorted geometry, computed with the ωB97M-V functional and the def2-TZVPD basis.

Results
HOMO (Ha): -0.303
HOMO-LUMO gap (eV): 8.6512
Net charge: 0
Lowest unoccupied orbital energy (Ha): 0.014
Relative energy (zero: lowest compared OMol25 entry of this formula, charge and spin) (kcal per mole): 17.86
Structure (SMILES): CCOC(=O)C1CCN(C(=O)CCc2nnc3ccc(N4CCC(C)CC4)nn23)CC1
Electronic energy (eV): -38417.4000
2S+1: 1
F_max (eV/Å): 1.498

Structure (XYZ):
```
63
Properties=species:S:1:pos:R:3:forces:R:3:nbo_charge:R:1
O -1.57140 -1.22146 2.18685 -0.43 -0.11 0.18 -0.65
O 4.37051 0.66265 -0.00824 0.24 -0.16 0.18 -0.51
O 2.47850 1.75290 -0.51207 0.02 0.10 -0.17 -0.62
N 0.52192 -1.01321 1.41145 0.05 0.26 -0.02 -0.46
N -1.52831 -1.49196 -1.10987 -0.87 0.62 0.31 -0.32
N -0.41575 -2.20704 -1.23690 1.26 -0.20 -0.79 -0.16
N 1.12864 -3.72033 -1.00080 -0.21 -0.63 0.59 -0.27
N 1.55201 -2.88857 -1.94890 0.51 0.63 -0.83 -0.28
N -2.79132 0.27680 -1.80319 -0.34 0.01 -0.20 -0.41
C -3.91705 1.89195 0.33242 0.25 -0.04 0.23 -0.22
C -2.79325 2.39001 -0.57928 -0.36 -0.05 -0.21 -0.40
C -0.52054 -1.75014 1.86411 0.17 -0.23 0.23 0.70
C 1.85914 -1.45043 1.08341 0.42 -0.25 0.20 -0.22
C -3.87844 -0.24101 -0.99410 -0.20 -0.29 0.31 -0.22
C -1.61831 -0.40400 -1.84595 0.41 -0.83 0.17 0.40
C 2.76101 0.79842 1.70156 -0.05 0.05 0.12 -0.32
C 3.15668 1.13719 0.27017 -0.19 0.10 0.37 0.81
C 1.32927 1.24252 2.00229 0.09 -0.03 -0.31 -0.40
C 2.88206 -0.70923 1.94585 0.02 -0.04 -0.20 -0.39
C 0.32979 0.41005 1.20317 -0.35 0.36 0.10 -0.25
C -3.80467 2.50626 1.72392 -0.13 -0.05 -0.29 -0.60
C 5.53397 2.25693 -1.44035 -0.23 -0.29 0.19 -0.63
C -0.82763 -3.87622 0.57072 0.06 0.04 0.12 -0.44
C 0.63234 -1.95511 -2.10139 -0.33 -0.36 0.48 0.22
C -2.86976 1.71305 -1.95151 0.27 0.38 0.12 -0.20
C -0.04532 -3.32468 -0.56029 -0.34 0.03 -0.06 0.30
C 0.53889 -0.79195 -2.89455 -0.36 0.32 0.04 -0.14
C 4.87912 0.88845 -1.32493 0.08 0.21 -0.49 -0.07
C -0.37927 -3.26235 1.91417 -0.19 0.00 -0.01 -0.48
C -0.56259 -0.01530 -2.74877 0.46 -0.03 -0.19 -0.27
C -3.87797 0.36422 0.40761 -0.09 0.14 -0.30 -0.42
H -2.07195 2.08281 -2.59349 -0.09 -0.03 -0.05 0.20
H -4.81071 0.01233 -1.51193 0.02 -0.03 0.01 0.19
H 3.46474 1.32949 2.35230 -0.01 -0.03 -0.07 0.24
H -1.87981 -3.63459 0.40854 0.00 -0.10 0.04 0.24
H 1.13463 1.12134 3.06928 0.01 0.01 0.03 0.21
H -4.63186 2.18045 2.34951 -0.07 -0.01 0.14 0.21
H -3.81950 3.59280 1.66862 0.00 0.14 0.06 0.20
H 4.79384 3.03802 -1.28407 -0.02 0.07 -0.02 0.22
H -0.69034 0.64715 1.50881 0.15 0.00 -0.12 0.25
H 4.05601 0.79863 -2.04113 0.15 -0.07 0.10 0.20
H 3.88473 -1.05442 1.69572 -0.01 -0.02 0.06 0.23
H 1.33464 -0.55377 -3.58091 0.06 0.07 -0.08 0.24
H 6.32096 2.36113 -0.69730 0.10 0.03 0.03 0.21
H -2.87748 2.19563 2.19978 0.14 -0.04 0.09 0.21
H -4.87462 2.19596 -0.10972 0.00 0.01 -0.04 0.19
H 2.69034 -0.91869 3.00019 0.02 -0.01 0.02 0.21
H -2.98714 0.03005 0.94022 0.04 -0.02 0.06 0.24
H -1.05553 -3.61709 2.69338 0.10 0.10 0.00 0.24
H 2.06224 -1.22164 0.02899 -0.04 -0.15 0.01 0.20
H -4.74589 -0.00325 0.95636 -0.04 -0.05 0.08 0.21
H 0.44930 0.63093 0.13634 -0.05 -0.03 0.06 0.21
H -3.77900 -1.32392 -0.93976 -0.14 0.09 -0.06 0.24
H 5.60253 0.08767 -1.48924 -0.12 0.07 0.01 0.19
H -0.69770 -4.95790 0.60950 -0.06 0.05 -0.06 0.24
H 1.96918 -2.52480 1.21073 -0.03 0.13 -0.09 0.23
H -0.67067 0.87641 -3.34235 0.00 0.05 -0.05 0.23
H 5.96371 2.37213 -2.43114 0.07 0.04 -0.11 0.22
H -2.86218 3.47211 -0.70603 0.05 0.07 0.03 0.21
H -3.82855 1.94740 -2.42720 0.09 0.02 -0.03 0.20
H 0.63122 -3.58552 2.15521 -0.01 -0.03 -0.01 0.21
H -1.82659 2.16177 -0.12538 0.11 0.02 0.04 0.20
H 1.19926 2.29293 1.73953 -0.03 0.01 0.05 0.23
```
Forces are in eV/Å.